[1]
Here is a cluster of 10 separate species, C43H50Cl2F48O9 in total in a non-equilibrium geometry from the Open Molecules 2025 dataset. Energies are from ωB97M-V/def2-TZVPD.

Properties
Maximum force ... 4.090 eV Å⁻¹
SMILES string ... FC(F)C(F)(F)COC(F)(F)C(F)F.FC(F)C(F)(F)COC(F)(F)C(F)F.FC(F)C(F)(F)COC(F)(F)C(F)F.FC(F)C(F)(F)COC(F)(F)C(F)F.FC(F)C(F)(F)COC(F)(F)C(F)F.FC(F)C(F)(F)COC(F)(F)C(F)F.C1CCOC1.C1CCOC1.C1CCOC1.ClCCl
Orbital gap ... 9.85 eV
E_tot ... -8059.5011 hartree
Highest occupied orbital energy ... -9.632 eV

The geometry in XYZ format:
```
152
Properties=species:S:1:pos:R:3:forces:R:3
Cl -4.079 2.179 -2.711 -0.188 -0.440 0.091
Cl -3.501 2.704 -5.582 0.005 -0.096 0.422
F -7.298 5.185 4.298 -0.444 0.851 0.405
F -1.335 3.212 -1.145 0.351 2.081 -0.721
F 1.311 3.945 2.480 -0.470 0.391 -0.185
F -0.935 5.277 1.290 -1.055 -0.901 -0.222
F 3.028 -0.489 -5.318 1.267 -1.643 -0.416
F -0.972 2.234 0.785 0.692 0.966 1.482
F -3.984 4.651 -0.762 -0.407 -0.681 -0.200
F 2.196 -0.494 -3.252 1.238 -0.096 -0.128
F -1.610 -0.345 -3.849 0.111 1.945 -0.987
F 2.518 5.467 1.551 2.296 1.639 0.644
F -6.548 1.810 4.172 -0.731 -1.275 -0.513
F -2.567 -0.811 -1.948 -1.416 1.130 0.831
F -6.304 3.192 0.043 -0.251 -0.253 -0.544
F -6.555 5.328 0.157 -0.218 0.549 -0.131
F 0.123 4.682 -3.182 -0.431 0.093 0.611
F 8.817 2.340 -3.344 -0.733 -0.115 -0.395
F 3.618 1.955 -2.806 -0.038 -0.756 -0.395
F 0.119 6.468 -4.374 -0.824 0.891 -1.147
F 8.994 0.054 2.362 0.668 0.979 -1.508
F 0.112 1.161 -2.300 -1.295 -0.572 -3.001
F 4.448 1.923 -4.828 -0.779 -1.398 0.823
F -4.367 -0.679 -4.202 -0.783 1.420 0.578
F 1.207 -2.334 0.494 0.074 -0.426 0.430
F 3.583 -1.442 2.547 -0.624 0.669 1.880
F 1.329 2.203 -1.016 1.204 1.945 1.096
F -3.566 3.577 1.119 -0.897 -0.435 -0.270
F 0.313 8.112 -2.148 -0.127 -0.421 -0.423
F 6.391 -2.776 0.949 0.214 -0.259 -1.348
F -3.253 -2.140 -5.178 1.243 -0.738 -0.547
F -2.060 -3.123 -0.724 0.038 0.434 -0.695
F -3.525 -7.461 -2.088 -0.407 0.221 0.265
F -4.979 -5.481 -3.596 -0.514 -0.081 -1.126
F -1.357 6.666 -2.003 1.529 0.462 0.181
F 9.802 1.046 -1.969 0.218 -1.239 -0.010
F 0.558 -2.341 -1.539 0.152 -0.629 -1.004
F 7.263 -0.321 -1.544 0.676 -0.834 1.073
F 11.077 -0.436 4.212 -0.180 0.219 -0.246
F 7.941 -0.244 -3.636 0.495 -0.754 0.527
F 10.123 -2.302 4.697 -0.715 -0.826 1.248
F -1.941 -5.954 -1.916 0.055 0.228 0.873
F -4.744 -5.208 -1.518 -0.405 0.469 1.013
F 4.357 -0.881 0.636 0.911 -0.121 0.136
F 8.450 0.020 4.407 0.005 -0.107 0.258
F -6.426 3.024 5.936 -1.629 0.171 1.935
F -8.777 3.527 4.255 -0.399 0.246 0.297
F 5.641 -3.474 2.805 -0.981 -0.702 0.652
F -0.546 -4.496 -0.104 1.050 -0.535 0.015
F 0.182 6.562 2.624 -0.007 0.039 0.332
O 2.797 -8.093 0.201 0.351 -0.529 1.033
O -6.068 4.144 2.041 0.071 0.709 -0.945
O -0.825 0.880 5.377 -0.155 0.204 -0.533
O -0.349 -0.847 -0.170 0.586 -1.025 -0.034
O 0.657 6.259 -0.892 -0.940 0.795 -1.733
O -3.483 -3.878 -2.896 -0.123 -2.659 0.176
O 7.921 -1.792 3.092 1.092 1.374 -0.234
O 6.337 1.082 -2.960 -0.448 0.230 0.546
O -5.948 -1.997 1.213 -0.695 -0.376 0.152
C -0.671 -0.165 3.283 0.797 0.176 -0.867
C -3.032 2.957 -3.874 0.413 0.792 -0.410
C -4.606 -2.007 0.771 0.834 1.460 0.661
C -4.200 -0.519 0.637 0.086 0.273 -0.196
C 0.227 5.870 1.454 1.008 2.028 0.062
C 1.689 -8.563 -0.587 0.464 0.669 0.057
C 8.595 1.543 -2.289 0.285 1.163 1.420
C 0.460 6.940 0.351 -0.048 0.148 0.050
C 0.678 0.175 -0.311 0.177 -0.174 1.594
C 1.372 4.867 1.480 -1.560 -1.727 -1.256
C -5.891 4.308 0.665 1.455 -1.920 1.827
C 0.520 5.972 -3.225 1.978 -0.692 -0.198
C 2.804 0.234 -4.234 -1.934 2.443 -0.494
C -2.311 -1.250 -3.172 2.576 -1.346 -0.391
C -1.084 -1.216 4.250 -0.687 -0.615 0.787
C -3.020 -6.337 -2.612 0.846 0.840 -1.544
C -0.962 1.154 3.974 0.255 -0.537 0.088
C 10.229 -1.393 3.757 0.949 0.129 -1.139
C 0.034 6.804 -2.065 -1.198 -1.154 3.020
C -0.983 -3.262 0.073 -0.727 1.443 0.321
C -4.363 4.493 0.533 0.891 2.253 -0.331
C 0.246 1.444 -1.033 -0.057 -1.838 0.466
C -4.090 -5.189 -2.669 1.484 1.685 0.362
C -3.531 -1.675 -3.961 -1.053 -1.793 1.477
C -0.885 -0.531 5.630 -0.461 0.258 -0.622
C -7.537 3.925 3.935 0.984 -0.843 -1.142
C 4.333 -1.879 1.568 -0.167 -1.311 -1.226
C -6.483 3.066 4.615 2.760 0.125 -0.222
C -7.369 3.769 2.415 -1.187 -0.617 -0.162
C 8.903 -0.737 3.387 -3.280 -2.274 0.891
C 0.127 -2.179 -0.298 -0.968 1.806 0.563
C -5.056 0.152 1.722 -0.696 -0.851 -0.963
C 5.199 0.223 -3.306 1.013 0.433 -0.264
C 2.697 -6.686 -1.659 -0.823 0.269 -0.625
C -6.349 -0.664 1.496 -0.031 0.926 -0.170
C -1.040 2.097 -0.542 -1.085 -2.475 0.480
C 4.031 1.089 -3.787 1.118 0.473 0.377
C 1.309 -7.337 -1.391 0.552 -0.186 -0.748
C 3.593 -7.154 -0.505 -1.023 0.830 -1.055
C 7.525 0.474 -2.551 -1.765 0.742 -3.310
C -4.307 -2.759 -3.155 -0.957 -0.036 -0.592
C 5.727 -2.390 2.044 1.763 1.883 -0.040
C 6.578 -1.339 2.772 -0.261 0.481 1.422
H -1.758 -0.707 6.258 0.198 -0.195 0.276
H 0.045 -0.775 6.143 -0.103 -0.392 -0.012
H 1.013 0.542 0.659 -0.460 -0.284 0.547
H -0.258 1.936 3.691 -0.055 0.058 0.109
H 1.307 7.574 0.613 0.481 -0.502 -0.068
H -3.103 4.027 -3.678 0.082 -0.170 -0.113
H 8.327 2.134 -1.414 -0.545 0.279 -0.145
H 2.044 0.915 -4.619 -0.105 0.685 0.705
H 0.861 -8.946 0.010 0.317 0.260 0.590
H -5.457 3.388 4.437 -0.169 0.684 -1.258
H -1.408 -3.141 1.070 0.737 0.166 0.427
H -2.623 -6.555 -3.603 -0.497 -0.050 -0.332
H -1.998 2.630 -3.763 -0.285 -0.159 0.073
H 5.484 -0.429 -4.132 0.037 0.037 -0.131
H 2.019 -9.414 -1.182 0.087 0.079 -0.462
H -4.007 -2.370 1.606 0.278 -0.607 -0.040
H 4.879 -0.425 -2.490 0.010 0.290 0.280
H 0.674 -6.629 -0.859 0.058 -0.271 0.310
H -1.209 -0.272 2.340 0.187 0.149 -0.141
H 2.532 -5.610 -1.701 0.366 0.094 0.075
H -7.087 -0.524 2.285 0.307 -0.892 0.583
H -3.127 -0.344 0.711 0.113 -0.219 0.303
H -5.158 -3.020 -3.785 -0.002 -0.139 -0.200
H 0.398 -0.295 3.113 0.164 0.296 -0.278
H -4.123 5.465 0.964 -0.159 -0.002 0.568
H -5.261 1.203 1.518 0.305 0.039 0.276
H 6.507 -0.371 2.277 0.479 -0.142 -0.451
H 1.354 4.393 0.498 -0.263 -0.717 0.080
H 3.141 -6.975 -2.612 -0.257 -0.139 -0.099
H 4.536 -7.499 -0.931 0.001 -0.829 0.287
H -2.123 -1.476 4.050 -0.358 0.228 0.474
H 6.078 -1.180 3.728 -0.153 0.004 0.142
H 1.626 -0.180 -0.716 -0.409 -0.178 -0.752
H 3.867 -6.267 0.068 -0.226 -0.337 0.816
H -1.530 -1.985 -2.983 -0.762 -1.240 -0.495
H 1.610 5.966 -3.223 0.179 0.060 0.171
H -1.966 1.468 3.689 -0.281 0.230 0.366
H -8.146 4.288 1.853 0.024 0.748 0.369
H -4.657 -0.030 2.720 -0.040 0.216 0.052
H -4.414 -2.599 -0.123 -0.405 -0.070 0.113
H 0.765 -7.617 -2.293 0.120 0.111 -0.178
H -1.912 1.451 -0.651 0.210 -0.613 -0.728
H -4.462 -0.085 -0.328 -0.273 -0.174 -0.181
H -6.917 -0.303 0.639 0.270 0.347 -0.510
H 10.667 -1.895 2.894 0.019 0.306 -0.336
H -4.745 -2.340 -2.249 0.362 0.168 0.181
H -7.584 2.736 2.140 0.365 -0.298 0.312
H 3.807 -2.717 1.111 0.183 -0.285 -0.186
H -0.588 -2.176 4.106 0.482 0.154 0.261
H -0.336 7.683 0.313 -0.616 -0.551 0.036
```
Positions in Å, forces in eV/Å.

***

[2]
Here is a structure of composition C43H50CrGe3N5O2S2Se in a non-equilibrium geometry from the Open Molecules 2025 dataset. Energies are from ωB97M-V/def2-TZVPD.

Properties
Maximum force ... 1.236 eV Å⁻¹
Net charge ... +3
2S+1 ... 3
Orbital gap (alpha / beta) ... 5.99 / 7.64 eV
E_tot ... -12565.0011 hartree
Highest occupied orbital energy (alpha / beta) ... -15.303 / -15.054 eV

The geometry in XYZ format:
```
107
Properties=species:S:1:pos:R:3:forces:R:3
Se 0.040 -0.369 2.267 0.385 -0.066 0.610
Ge 4.012 2.498 1.057 0.032 -0.351 -0.192
Ge -2.764 -2.126 1.079 -0.667 -0.119 0.265
Ge 3.341 0.472 -0.158 -0.133 0.416 -0.196
Cr -1.075 -0.498 0.179 -0.412 0.084 -1.163
S 0.886 1.327 -0.786 0.448 -0.169 -0.021
S -3.986 0.840 0.118 0.307 -0.418 0.004
O 0.298 -2.072 0.007 -0.099 0.259 -0.117
O -1.170 -1.648 -1.542 0.247 -0.147 0.287
N 0.640 -4.580 -0.568 0.785 0.620 -0.455
N 1.510 1.911 -3.377 0.075 -0.232 0.040
N -1.075 2.012 3.691 0.052 -0.109 0.029
N 0.406 3.504 -2.175 -0.023 -0.059 0.025
N -2.303 0.853 -0.028 -0.415 0.199 0.130
C 3.752 -0.905 -4.119 -0.007 0.049 -0.007
C -5.162 -1.597 2.528 0.032 0.066 0.013
C -4.924 2.730 -3.307 -0.037 -0.040 -0.053
C -1.639 -6.113 0.420 -0.278 -0.261 0.144
C 5.351 0.870 -3.815 0.005 -0.009 0.024
C 3.494 -2.444 2.810 -0.047 0.102 -0.049
C -4.438 2.507 -2.033 -0.056 -0.037 -0.011
C -3.765 -1.580 2.637 -0.135 0.114 0.093
C 0.963 2.299 -2.248 -0.061 0.205 0.288
C -0.278 -2.402 -1.070 -0.063 0.237 0.380
C -1.044 -4.160 2.316 0.051 -0.077 -0.109
C -6.147 3.689 1.857 -0.009 0.055 0.046
C 4.932 1.022 -2.496 0.006 -0.046 -0.115
C 3.339 -0.755 -2.801 -0.013 0.122 -0.156
C 3.927 -3.591 0.734 -0.074 0.003 0.040
C -1.905 -3.855 1.259 0.151 -0.156 -0.015
C -0.479 -5.426 2.419 0.019 0.000 0.046
C -5.225 4.322 2.688 0.010 -0.016 0.000
C -4.410 2.263 1.080 0.049 0.112 -0.002
C -5.749 2.644 1.045 0.009 -0.013 0.021
C -5.959 -1.271 3.618 0.058 0.008 0.010
C 3.706 -2.412 0.032 0.005 -0.008 0.190
C 3.367 -1.234 0.713 -0.136 -0.350 0.177
C -0.772 -6.402 1.470 -0.122 -0.173 0.162
C 3.284 -1.260 2.107 -0.014 -0.264 0.060
C -5.664 0.429 -3.457 -0.002 -0.024 0.001
C 0.102 -3.723 -1.676 0.226 -0.289 0.138
C -5.176 0.183 -2.180 0.006 0.042 -0.091
C -3.900 3.912 2.715 -0.033 0.003 0.020
C 5.901 2.169 1.300 0.207 0.087 0.085
C 4.761 -0.088 -4.627 -0.012 -0.021 0.048
C 3.808 -3.608 2.124 0.005 -0.009 -0.072
C 3.576 3.915 -0.186 0.012 0.251 -0.136
C -0.700 1.070 3.142 -0.024 0.078 -0.146
C -3.988 -0.901 4.947 0.077 -0.024 -0.070
C -3.476 2.866 1.905 -0.127 0.037 -0.047
C -2.196 -4.842 0.312 -0.297 -0.048 0.210
C -5.370 -0.916 4.827 -0.041 -0.024 -0.081
C -5.536 1.693 -4.013 0.014 0.058 0.004
C -4.570 1.228 -1.492 0.008 0.055 -0.067
C -3.188 -1.231 3.859 -0.172 -0.010 0.059
C 3.925 0.211 -1.973 0.001 0.111 -0.327
C 2.987 2.613 2.683 -0.062 0.093 0.264
H 6.140 1.500 -4.208 -0.025 -0.026 0.019
H 6.049 1.251 1.871 0.052 0.029 -0.018
H -5.273 -0.796 -1.725 0.004 0.049 -0.002
H -3.190 4.387 3.381 -0.024 -0.015 -0.038
H 5.091 -0.209 -5.651 -0.020 0.005 0.031
H -3.782 -2.335 -0.074 0.129 0.123 -0.013
H 1.956 2.305 2.518 -0.060 0.015 0.043
H 4.002 -4.522 2.672 -0.006 0.032 -0.017
H -7.182 4.008 1.845 0.051 -0.004 0.013
H -2.453 2.527 1.950 -0.031 0.009 -0.034
H -5.991 -0.660 5.676 0.025 -0.012 -0.035
H -0.116 -4.881 0.059 -0.107 -0.114 -0.036
H -5.932 1.883 -5.004 0.023 -0.004 0.045
H 4.244 -4.487 0.209 -0.015 0.073 0.027
H 6.411 2.078 0.340 0.040 -0.007 0.059
H -5.637 -1.881 1.593 0.034 0.020 0.049
H 1.573 2.526 -4.176 0.016 0.002 0.006
H 1.962 1.008 -3.440 0.054 -0.040 0.019
H 0.105 3.850 -1.279 0.013 0.004 -0.001
H -0.753 -4.206 -2.137 -0.046 -0.052 0.013
H 1.313 -4.044 0.002 -0.013 -0.018 -0.154
H 3.432 -2.451 3.891 0.014 0.011 -0.029
H -4.010 3.319 -1.454 -0.008 -0.057 -0.002
H -2.900 -4.639 -0.490 0.042 0.022 0.005
H 3.861 -2.401 -1.038 0.025 -0.025 -0.014
H -6.466 2.144 0.402 0.051 0.027 0.025
H -5.551 5.134 3.326 0.014 -0.025 -0.022
H 6.352 2.995 1.853 0.007 -0.055 -0.028
H 2.551 4.242 -0.009 0.011 0.040 -0.055
H -0.811 -3.415 3.069 -0.025 -0.010 -0.023
H 2.984 3.656 3.007 -0.024 -0.060 0.064
H 0.418 4.151 -2.950 -0.012 0.001 -0.022
H 3.052 -0.355 2.657 0.047 0.002 -0.003
H 3.430 2.010 3.476 -0.054 0.022 -0.016
H -6.155 -0.364 -4.007 0.021 0.044 0.021
H -4.852 3.717 -3.747 -0.012 -0.045 0.009
H 0.174 -5.661 3.251 -0.019 -0.002 -0.031
H 1.106 -5.414 -0.925 -0.034 -0.023 -0.022
H -1.986 1.730 -0.441 0.083 0.052 0.093
H -2.115 -1.227 3.985 0.076 0.012 -0.006
H -3.530 -0.635 5.891 -0.004 -0.003 -0.023
H 2.537 -1.378 -2.417 0.006 -0.008 -0.016
H -0.353 -7.397 1.566 -0.005 0.043 -0.008
H 3.687 3.591 -1.222 -0.008 0.053 0.009
H 3.296 -1.655 -4.754 0.016 0.020 0.021
H 0.883 -3.583 -2.422 0.013 0.017 -0.057
H 5.408 1.777 -1.879 -0.026 -0.006 -0.013
H 4.244 4.763 -0.021 -0.068 0.003 -0.028
H -7.037 -1.300 3.528 0.039 -0.002 -0.009
H -1.901 -6.882 -0.296 0.022 -0.006 -0.007
```
Positions in Å, forces in eV/Å.

***

Computed values of M (unit: g mol⁻¹) for the preceding records, in sequence: 1693.67; 1081.83.